A 2-piece molecular cluster, C4H6O2 overall. Source: OMol25; level of theory: the ωB97M-V functional and the def2-TZVPD basis.

The calculation puts the HOMO-LUMO gap at 0.3475 Ha. The highest occupied orbital energy is -8.8200 eV. The calculation puts the relative energy (zero: lowest compared OMol25 entry of this formula, charge and spin) at 210.62 kJ/mol.

Last column: Mulliken charge in e.
Element x y z (Å)
C -1.95292 -0.28121 0.75877  -1.10
C -0.68222 0.28882 0.17883  -0.28
C -0.54608 0.61472 -1.08563  0.49
O -0.40108 0.89380 -2.21509  -0.40
H -2.45162 0.44621 1.40877  0.27
H -2.65844 -0.57080 -0.02513  0.34
H -1.73424 -1.17158 1.35702  0.28
H 0.18413 0.48901 0.80664  0.42
C 2.56297 -0.18518 -0.30328  -0.15
O 2.48998 0.53065 0.66543  -0.42
H 1.72845 -0.84883 -0.59879  0.28
H 3.46106 -0.20560 -0.94753  0.26